Below is C47H40IrN11O8S2Se as an isolated structure, with properties calculated with wB97M-V/def2-TZVPD.

## Properties
- M: 1222.22 g/mol
- Multiplicity: 2
- Energy relative to the best compared isomer or geometry (same formula, charge and spin): 39.46 kJ/mol
- Gap between HOMO and LUMO (alpha / beta): 6.42 / 5.91 eV
- LUMO level (alpha / beta): -3.47 / -4.17 eV
- Charge: +1
- HOMO level (alpha / beta): -9.89 / -10.08 eV
- DFT total energy: -172005.9514 eV
- ⟨S²⟩: 0.769

```
110
Properties=species:S:1:pos:R:3:forces:R:3
Ir 0.546440 -0.620282 0.516769 0.2 -0.5 0.4
O 1.262917 0.128935 3.687851 0.0 -0.1 -0.1
S 2.550699 0.249919 3.085575 0.0 0.1 0.1
O 3.293027 1.470492 3.200289 0.0 0.0 0.0
N 2.349751 -0.095474 1.447975 -0.1 -0.2 -0.2
C 3.379534 0.128386 0.587656 0.0 0.0 0.1
C 4.731422 0.305060 0.970518 0.0 0.1 0.0
C 5.726315 0.372874 0.034473 0.0 0.0 0.0
C 5.437635 0.234659 -1.336972 0.0 0.0 0.0
C 4.147810 0.081258 -1.762235 0.0 0.0 0.0
C 3.826254 -0.183342 -3.149553 0.0 0.1 0.0
C 2.566243 -0.360858 -3.519243 -0.1 -0.1 0.0
C 1.434352 -0.182584 -2.561059 -0.1 -0.1 -0.1
N 1.778361 -0.003687 -1.182348 0.0 0.2 0.1
C 3.063198 0.092564 -0.826360 0.1 0.0 -0.1
C 3.576351 -1.058123 3.693161 0.0 0.0 0.0
C 4.730470 -0.738614 4.391695 0.0 0.0 -0.1
C 5.503941 -1.765715 4.914973 0.0 0.0 0.0
C 5.122492 -3.087169 4.734690 0.0 0.0 0.0
C 3.957338 -3.392208 4.041075 0.0 0.0 0.0
C 3.175041 -2.374146 3.522099 -0.1 0.0 0.1
H 4.986853 0.368022 2.014027 0.0 0.0 0.0
H 6.752015 0.490200 0.356392 0.0 0.0 0.0
H 6.240357 0.227573 -2.063520 0.0 0.0 0.0
H 4.635284 -0.246608 -3.866364 0.0 0.0 0.0
H 2.286764 -0.548651 -4.546975 0.0 -0.1 0.0
H 0.722026 -1.012520 -2.629992 -0.1 0.1 0.0
H 5.012066 0.298124 4.517581 0.0 0.0 0.0
H 6.404361 -1.530785 5.466102 0.0 0.0 0.0
H 5.727882 -3.883182 5.147511 0.0 0.0 0.0
H 3.648516 -4.422769 3.922903 0.0 0.0 0.0
H 2.234892 -2.588767 3.031711 0.0 0.0 0.0
Se -2.012471 -6.759787 -3.215187 0.0 0.0 0.0
N -2.759903 -5.217601 -2.752012 0.0 0.1 0.0
C -1.846800 -4.518412 -2.131179 0.0 0.0 0.0
C -2.082785 -3.181256 -1.595857 0.0 0.0 0.0
C -3.313276 -2.528370 -1.666444 0.0 0.1 0.0
C -3.423099 -1.273559 -1.109704 0.1 -0.1 -0.1
C -2.307709 -0.681074 -0.523738 0.0 0.0 -0.1
N -1.125449 -1.279826 -0.477943 -0.1 -0.2 0.1
C -1.023148 -2.534021 -0.972753 0.0 0.0 0.0
C 0.265115 -3.183415 -0.803963 0.1 0.0 0.0
N 1.185655 -2.485640 -0.114346 -0.1 0.4 -0.2
C 2.403341 -2.987553 0.045881 0.1 -0.1 0.0
C 2.747749 -4.241661 -0.450693 0.0 0.1 0.0
C 1.802880 -4.987614 -1.123465 0.0 0.0 0.0
C 0.529501 -4.450064 -1.311693 0.0 0.0 0.0
C -0.554970 -5.143333 -1.998174 0.0 0.0 0.0
N -0.438260 -6.339749 -2.510689 0.1 0.0 0.0
H -4.152328 -3.019146 -2.140477 0.0 0.0 0.0
H -4.361451 -0.737555 -1.112656 0.0 0.0 0.0
H -2.358359 0.303407 -0.089964 0.0 0.0 0.0
H 3.102987 -2.385847 0.609661 0.0 0.0 0.0
H 3.748803 -4.613831 -0.287274 0.0 0.0 0.0
H 2.025119 -5.974101 -1.507550 0.0 0.0 0.0
S 0.361544 1.737295 1.027291 -0.1 0.5 -0.1
C -0.950070 2.796262 0.543647 0.2 -0.3 0.1
N -0.540668 3.882147 -0.109757 0.0 0.1 0.0
C -1.400430 5.000053 -0.479102 0.0 0.0 0.0
C -2.579339 5.063631 0.470546 0.0 0.0 0.1
C -3.236551 3.697355 0.538916 0.0 0.0 0.0
N -2.232182 2.681320 0.861365 -0.1 -0.2 -0.1
H 0.456277 3.944380 -0.245700 0.0 -0.1 -0.1
H -1.751026 4.859951 -1.505418 0.0 0.0 0.0
H -0.811751 5.915337 -0.450556 0.0 0.0 0.0
H -3.294017 5.814128 0.137025 0.0 0.0 0.0
H -2.232310 5.345371 1.466843 0.0 0.0 0.0
H -3.746554 3.449292 -0.397380 0.1 0.0 0.0
H -3.979859 3.674013 1.335144 0.0 0.0 0.0
H -2.569390 1.901490 1.428430 0.1 0.0 0.1
C -3.949309 1.371104 3.783113 0.0 -0.1 0.2
N -3.376708 0.536793 2.752866 0.0 0.4 -0.6
C -4.277280 -0.440726 2.179991 0.0 -0.1 0.2
C -1.946234 0.253587 2.852503 0.2 -0.1 0.4
C -1.490614 -1.170976 2.921718 0.0 -0.1 -0.1
C -2.125656 -1.982578 3.859225 0.0 0.0 0.0
C -1.760046 -3.299576 4.055707 0.0 0.0 0.0
C -0.726415 -3.798910 3.287917 0.0 0.0 0.0
C -0.097998 -2.987605 2.350393 0.1 0.0 0.0
C -0.429787 -1.640172 2.116301 -0.2 0.0 0.1
H -4.946384 1.696718 3.479116 0.0 0.0 0.0
H -3.333320 2.260897 3.932279 0.0 0.0 0.0
H -4.047315 0.863754 4.754058 0.0 0.0 0.0
H -4.888631 -0.945520 2.939047 0.0 0.0 0.0
H -3.711364 -1.216460 1.666494 0.0 0.0 0.0
H -4.963923 0.024306 1.462874 0.0 0.0 0.0
H -1.543284 0.769539 3.729282 -0.1 0.1 0.0
H -1.414812 0.670402 2.016958 0.1 0.2 -0.2
H -2.924577 -1.553984 4.455060 0.0 0.0 0.0
H -2.260888 -3.912489 4.792987 0.0 0.0 0.0
H -0.396027 -4.823494 3.408376 0.0 0.0 0.0
H 0.702582 -3.471731 1.808987 0.0 0.0 0.0
O 0.732053 0.956963 -3.226929 0.1 0.3 0.1
C -0.381322 1.536693 -2.805423 0.0 0.0 0.3
O -0.960796 1.316052 -1.770601 0.0 -0.3 -0.4
C -0.871590 2.580745 -3.763400 0.1 0.1 0.0
C -0.077644 3.100820 -4.776398 0.0 0.0 -0.1
C -0.597987 4.108856 -5.568225 0.0 -0.1 0.0
C -1.869539 4.619261 -5.395337 0.0 0.0 0.0
C -2.622475 4.081929 -4.368733 0.1 0.0 0.0
C -2.151271 3.073799 -3.554112 0.0 0.1 0.0
N -3.972539 4.623261 -4.110335 0.0 0.0 0.0
O -4.547314 4.217371 -3.117914 0.0 0.0 0.0
O -4.405829 5.435836 -4.891495 0.0 0.0 0.0
N 0.245750 4.669358 -6.648137 0.0 0.0 0.0
O -0.265914 5.487266 -7.378016 0.0 0.0 0.0
O 1.384877 4.263203 -6.721430 0.0 0.0 0.0
H 0.924924 2.739804 -4.950848 0.0 0.0 0.0
H -2.251676 5.405794 -6.028747 0.0 0.0 0.0
H -2.759133 2.685545 -2.750692 0.0 0.0 0.0
```
Forces are in eV/Å.

Mulliken atomic charge list, values in e, 99 entries:
1. Ir 1.309
2. O -0.628
3. S 1.332
4. O -0.680
5. N -0.105
6. C 0.833
7. C -0.722
8. C -1.104
9. C -0.705
10. C 1.166
11. C -1.084
12. C -1.760
13. C 0.368
14. N -0.030
15. C 0.276
16. C -0.178
17. C -0.404
18. C -0.729
19. C -0.599
20. C -0.724
21. C -0.263
22. H 0.307
23. H 0.440
24. H 0.450
25. H 0.475
26. H 0.639
27. H 0.075
28. H 0.580
29. H 0.418
30. H 0.408
31. H 0.505
32. H 0.756
33. Se 0.290
34. N -0.836
35. C 0.605
36. C 0.397
37. C -0.979
38. C -1.522
39. C -0.802
40. N 0.611
41. C 0.357
42. C -0.096
43. N 0.616
44. C -0.110
45. C -1.237
46. C -0.919
47. C 0.647
48. C 0.552
49. N -0.877
50. H 0.628
51. H 0.680
52. H 0.892
53. H 0.240
54. H 0.610
55. H 0.578
56. S -0.749
57. C 0.342
58. N 0.025
59. C -0.280
60. C -0.849
61. C -0.666
62. N 0.623
63. H 0.284
64. H -0.056
65. H 0.466
66. H 0.462
67. H 0.314
68. H 0.267
69. H 0.410
70. H -0.316
71. C -1.355
72. N 0.678
73. C -1.402
74. C 0.201
75. C 0.248
76. C -0.521
77. C -1.094
78. C -1.138
79. C 0.077
80. C 0.942
81. H 0.396
82. H 0.365
83. H 0.287
84. H 0.439
85. H 0.478
86. H 0.256
87. H 0.746
88. H -1.545
89. H 0.478
90. H 0.419
91. H 0.515
92. H 0.441
93. O -0.135
94. C 0.279
95. O -0.285
96. C 0.528
97. C -0.336
98. C -0.395
99. C -0.676